{"formula": "C35H27CrN6O6S3", "method": "ωB97M-V with the def2-TZVPD basis set", "multiplicity": 4, "charge": 0, "orbital_gap_ev": [6.6, 6.7], "species": ["Cr", "C", "O", "C", "C", "C", "C", "C", "C", "C", "N", "C", "C", "N", "C", "C", "C", "C", "N", "C", "C", "N", "C", "C", "C", "C", "H", "H", "H", "H", "H", "H", "H", "H", "H", "H", "H", "H", "H", "H", "O", "C", "O", "C", "C", "C", "C", "C", "C", "S", "H", "H", "H", "H", "C", "S", "O", "O", "O", "H", "H", "H", "N", "C", "N", "C", "C", "C", "C", "C", "C", "S", "H", "H", "H", "H", "H", "H"], "positions_angstrom": [[1.8757, -1.4976, -0.6121], [-2.6173, 8.7989, 6.5665], [-1.5011, 8.9704, 5.7014], [-1.0683, 7.9164, 4.9745], [-1.7944, 6.7496, 4.8340], [-1.3398, 5.6982, 4.0566], [-0.1721, 5.8318, 3.3816], [0.6503, 6.9654, 3.5508], [0.1810, 8.0217, 4.3267], [0.2940, 4.7895, 2.4804], [1.4785, 4.4382, 2.1570], [1.3449, 3.3942, 1.2772], [0.0568, 3.0861, 1.0634], [-0.6228, 3.9469, 1.8827], [-0.4478, 1.9537, 0.4160], [-1.7796, 1.6222, 0.1712], [-2.0581, 0.3792, -0.4339], [-1.0121, -0.5159, -0.7582], [0.1983, -0.1778, -0.4900], [0.4932, 1.0112, 0.0119], [1.9066, 1.3145, 0.2390], [2.7669, 0.3023, -0.0537], [4.0760, 0.4863, 0.0384], [4.6196, 1.7169, 0.4905], [3.7542, 2.7104, 0.9272], [2.3701, 2.5104, 0.8139], [-2.7366, 9.8189, 6.9397], [-2.5100, 8.0902, 7.4116], [-3.5257, 8.5784, 5.9095], [-2.7009, 6.6955, 5.3678], [-2.0155, 4.8507, 3.9470], [1.6106, 7.0771, 3.0544], [0.7556, 8.9235, 4.5341], [-1.5664, 4.2411, 1.9030], [-2.6038, 2.2403, 0.3452], [-3.0841, 0.1510, -0.6562], [-1.2979, -1.4415, -1.2440], [4.6633, -0.3590, -0.2672], [5.6842, 1.8134, 0.5454], [4.0366, 3.6333, 1.3847], [-0.9996, -3.0445, -2.6297], [0.2093, -3.0111, -2.4469], [0.6902, -2.8658, -1.2394], [1.1877, -3.1354, -3.5357], [0.9948, -4.1091, -4.4947], [1.7809, -4.1481, -5.5916], [2.8491, -3.2972, -5.7438], [3.0662, -2.3216, -4.7958], [2.2922, -2.2438, -3.6487], [2.5847, -0.8565, -2.6348], [0.1907, -4.8127, -4.3321], [1.6187, -4.9577, -6.2905], [3.4454, -3.3057, -6.6509], [3.7535, -1.5584, -5.0323], [2.7493, -4.6786, 0.8962], [3.0209, -2.9989, 1.1511], [3.8611, -2.8527, 2.3000], [3.5314, -2.5390, -0.1628], [1.6639, -2.3680, 1.2778], [3.6015, -5.0681, 0.3462], [1.7681, -4.8116, 0.3701], [2.7137, -5.0919, 1.8876], [-1.8465, -4.2073, 0.9798], [-2.4210, -4.6065, -0.2202], [-3.3458, -4.0082, -0.8857], [-3.6686, -4.6351, -2.0414], [-4.4977, -4.1817, -3.0870], [-4.6348, -4.9006, -4.2581], [-3.9942, -6.1522, -4.4028], [-3.1439, -6.6091, -3.3988], [-3.0563, -5.8574, -2.2715], [-1.9640, -6.1728, -0.9528], [-2.4099, -3.4570, 1.3644], [-0.9053, -3.8435, 0.7683], [-5.0869, -3.2486, -2.9940], [-5.2041, -4.4249, -5.0780], [-4.1437, -6.8221, -5.2111], [-2.6133, -7.5326, -3.4981]], "forces_ev_per_a": [[-1.0, 0.4, -0.3], [-1.3, 0.8, -1.2], [0.6, -0.4, 0.4], [0.6, -0.4, -0.5], [0.3, 0.4, 0.2], [-1.5, 0.4, 0.3], [2.2, 0.2, -0.7], [-0.8, 0.9, 0.5], [-0.1, -0.2, 0.4], [-1.6, -1.1, -0.2], [2.2, 0.3, -0.4], [1.8, 0.0, 0.3], [-1.6, 0.8, 0.9], [-0.1, 1.3, 0.4], [-0.5, -1.0, -0.8], [0.3, -2.6, -1.3], [0.6, 1.4, 0.6], [-3.2, 0.6, 0.0], [2.3, -1.1, -0.4], [1.2, 1.2, 1.0], [0.5, -0.7, 0.2], [0.1, 0.4, 0.2], [-0.4, 1.1, 0.2], [-1.0, -0.4, 0.1], [-0.3, -0.9, -0.3], [-0.2, -0.6, -0.6], [-0.3, -0.3, 0.3], [0.2, 0.2, -0.7], [0.9, 0.0, 1.2], [-1.0, -0.4, 0.4], [0.4, -0.1, 0.1], [-0.2, -0.3, 0.0], [0.0, -0.2, -0.3], [-1.0, -0.4, -0.4], [-0.9, 1.1, 0.5], [-0.1, -0.3, -0.1], [0.6, -0.3, 0.1], [0.4, -0.1, 0.0], [0.3, 0.1, 0.0], [0.6, 0.4, 0.1], [0.3, -0.2, -0.4], [-0.8, 0.1, 0.7], [0.4, 0.0, 0.5], [1.2, 0.7, 0.0], [-1.0, 0.3, 1.1], [0.8, -1.6, -1.2], [-0.1, 0.5, -0.4], [-0.4, -0.6, -0.3], [-1.2, -0.4, -0.5], [0.1, 0.5, -0.3], [-0.2, 0.0, -0.2], [0.0, 0.1, -0.3], [0.0, -0.1, 0.1], [1.0, 0.7, 0.2], [-1.1, -0.8, -0.3], [-0.7, -0.4, 1.3], [0.2, 0.3, -0.4], [0.5, 0.7, -0.4], [0.6, 0.4, -0.1], [-0.1, -0.1, -0.1], [1.1, 0.1, 0.3], [-0.1, -0.5, 0.3], [0.4, 0.4, -0.4], [-0.5, -1.2, -1.2], [0.2, 1.3, 1.3], [-1.1, -0.4, -1.7], [-0.6, 1.0, 0.4], [0.1, -0.3, -0.4], [0.3, 0.5, 0.9], [-1.2, 0.1, -1.3], [1.7, 0.2, 1.7], [0.2, 0.5, 0.6], [0.1, 0.1, 0.0], [-0.4, -0.2, 0.3], [0.7, -0.5, 0.1], [0.2, -0.7, 0.5], [-0.2, 0.0, -1.0], [0.2, -0.4, -0.1]], "mulliken_charge": [0.124, -0.830, -0.453, 0.855, -0.398, -0.885, 0.258, -0.725, -0.524, 0.295, -0.722, 1.008, -0.150, -0.100, 0.132, -0.629, -1.411, -0.058, 0.502, 0.086, -0.142, 0.163, -0.236, -1.102, -0.298, 0.203, 0.263, 0.317, 0.328, 0.422, 0.357, 0.422, 0.394, 0.318, 0.545, 0.541, 0.540, 0.609, 0.423, 0.622, -0.639, 0.454, 0.072, -0.104, -0.577, -0.624, -0.591, -0.850, 1.019, -0.679, 0.560, 0.357, 0.355, 0.468, -0.905, 1.415, -0.631, -0.476, -0.485, 0.333, 0.117, 0.432, -0.581, 0.624, -0.629, -0.449, -0.345, -0.591, -0.451, -0.764, 1.258, -0.265, 0.364, 0.187, 0.370, 0.324, 0.419, 0.445]}



{"formula": "C35H27F5N4OS2SbTeTi", "method": "ωB97M-V with the def2-TZVPD basis set", "multiplicity": 3, "charge": -1, "orbital_gap_ev": [5.9, 4.8], "species": ["Ti", "C", "C", "C", "C", "C", "C", "N", "Sb", "C", "C", "C", "C", "C", "C", "N", "C", "C", "C", "C", "C", "C", "N", "H", "H", "H", "H", "H", "H", "H", "H", "H", "H", "H", "H", "H", "H", "H", "H", "H", "H", "O", "N", "C", "C", "C", "C", "C", "S", "H", "H", "H", "H", "F", "C", "C", "F", "C", "F", "C", "S", "C", "F", "C", "F", "Te", "C", "C", "C", "C", "C", "C", "H", "H", "H", "H", "H"], "positions_angstrom": [[-0.8863, 0.5266, 0.0154], [1.6073, 1.6413, -3.6904], [0.2665, 0.9890, -3.5532], [-0.4213, 0.4782, -4.6478], [-1.6175, -0.1946, -4.4443], [-2.0841, -0.3764, -3.1538], [-1.3547, 0.1560, -2.0886], [-0.2363, 0.8559, -2.3222], [-3.3977, -2.2689, -0.1838], [-3.7541, -0.1294, -0.2486], [-4.9823, 0.1981, -0.7934], [-5.5036, 1.4685, -0.5809], [-4.8186, 2.3317, 0.2472], [-3.5825, 1.9554, 0.7705], [-2.8970, 2.8410, 1.7656], [-3.0284, 0.7755, 0.4511], [-0.8165, -0.4572, 1.9653], [-1.8397, -0.6879, 2.8927], [-1.5290, -1.1675, 4.1581], [-0.2031, -1.3936, 4.4827], [0.7721, -1.1276, 3.5232], [2.2349, -1.3252, 3.8121], [0.4576, -0.6745, 2.3139], [2.3824, 0.8768, -3.5865], [1.7217, 2.1296, -4.6598], [1.7650, 2.3578, -2.8891], [-0.0160, 0.6020, -5.6448], [-2.1669, -0.5905, -5.2920], [-2.9935, -0.9390, -2.9764], [-5.5338, -0.5358, -1.3679], [-6.4497, 1.7559, -1.0226], [-5.2204, 3.3035, 0.5024], [-3.5892, 3.0326, 2.5897], [-1.9869, 2.3923, 2.1529], [-2.6307, 3.7985, 1.3184], [-2.8732, -0.4914, 2.6304], [-2.3120, -1.3573, 4.8855], [0.0816, -1.7607, 5.4624], [2.5579, -0.6796, 4.6319], [2.8056, -1.0771, 2.9195], [2.4451, -2.3591, 4.0958], [-0.7394, 2.4712, 0.0739], [0.2288, 3.3871, 0.0105], [0.4372, 3.9552, -1.1977], [1.3474, 4.9526, -1.3681], [2.0749, 5.3780, -0.2411], [1.8519, 4.7945, 0.9701], [0.9016, 3.7504, 1.1545], [0.5967, 3.0180, 2.6253], [-0.1716, 3.5277, -1.9804], [1.5014, 5.3786, -2.3485], [2.8171, 6.1609, -0.3354], [2.3982, 5.0926, 1.8522], [7.3977, 1.4481, -0.3071], [6.1414, 0.9700, -0.3828], [5.9068, -0.3932, -0.4224], [6.9523, -1.2397, -0.3815], [4.6177, -0.8796, -0.4994], [4.4687, -2.2123, -0.5319], [3.4862, -0.0495, -0.5473], [1.8941, -0.6918, -0.6555], [3.7765, 1.3211, -0.5069], [2.7760, 2.2071, -0.5631], [5.0582, 1.8275, -0.4257], [5.2639, 3.1562, -0.3969], [-0.7813, -2.7065, -0.7549], [-0.9403, -4.7395, -0.1427], [-0.1981, -5.6627, -0.8793], [-0.2203, -7.0086, -0.5489], [-0.9939, -7.4544, 0.5151], [-1.7267, -6.5399, 1.2555], [-1.6907, -5.1890, 0.9380], [0.3996, -5.3275, -1.7186], [0.3664, -7.7110, -1.1281], [-1.0170, -8.5064, 0.7706], [-2.3200, -6.8720, 2.0989], [-2.2343, -4.4860, 1.5591]], "forces_ev_per_a": [[1.6, 0.0, -0.4], [0.0, 0.0, 0.0], [-0.1, 0.0, 0.0], [0.0, 0.0, 0.0], [-0.1, 0.0, 0.0], [0.1, 0.1, 0.0], [-0.2, -0.1, 0.2], [-0.2, -0.1, 0.2], [0.0, -0.1, -0.1], [0.1, -0.1, 0.2], [-0.2, 0.0, 0.0], [0.1, 0.1, 0.1], [-0.2, 0.0, -0.1], [0.1, 0.0, 0.1], [0.0, -0.1, 0.0], [-0.5, 0.0, -0.2], [-0.4, 0.3, 0.0], [0.1, -0.1, 0.1], [0.0, 0.0, -0.1], [0.0, 0.0, 0.0], [0.0, 0.0, 0.0], [0.0, 0.0, 0.0], [0.2, 0.0, 0.0], [0.0, 0.0, 0.0], [0.0, 0.0, 0.0], [0.0, 0.0, 0.0], [0.0, 0.0, 0.0], [0.0, 0.0, 0.0], [0.0, 0.0, 0.0], [0.0, 0.0, 0.0], [0.0, 0.0, 0.0], [0.0, 0.0, 0.0], [0.0, 0.0, 0.0], [0.0, 0.0, 0.0], [0.0, 0.0, 0.0], [0.0, 0.0, 0.0], [0.0, 0.0, 0.0], [0.0, 0.0, 0.0], [0.0, 0.0, 0.0], [0.0, 0.0, 0.0], [0.0, 0.0, 0.0], [-0.4, 0.1, 0.2], [0.2, 0.1, -0.1], [0.0, 0.0, 0.0], [0.0, 0.0, 0.0], [0.0, 0.0, 0.1], [0.1, 0.1, -0.1], [-0.1, -0.1, 0.0], [0.1, -0.1, 0.2], [0.0, 0.0, 0.0], [0.0, 0.0, 0.0], [0.0, 0.0, 0.0], [0.0, 0.0, 0.0], [0.0, 0.0, 0.0], [0.0, 0.0, 0.0], [0.1, 0.0, 0.0], [0.0, 0.0, 0.0], [-0.1, 0.1, 0.0], [0.0, 0.0, 0.0], [0.2, 0.2, 0.1], [-0.3, -0.3, -0.1], [0.0, -0.2, 0.0], [-0.1, 0.1, 0.0], [0.1, 0.0, 0.0], [0.0, 0.0, 0.0], [-0.2, -0.1, -0.2], [0.1, 0.0, 0.0], [0.0, 0.0, 0.0], [0.0, 0.0, 0.0], [0.0, 0.0, 0.0], [0.0, 0.0, 0.0], [0.0, 0.1, 0.1], [0.0, 0.0, 0.0], [0.0, 0.0, 0.0], [0.0, 0.0, 0.0], [0.0, 0.0, 0.0], [0.0, 0.0, 0.0]], "mulliken_charge": [-0.274, -1.023, 0.373, -0.738, -0.621, -0.145, -0.258, 0.726, 0.311, -0.316, -0.666, -0.599, -0.954, 0.881, -1.349, 0.956, 0.836, -0.636, -0.635, -0.623, 0.546, -1.421, 0.214, 0.156, 0.465, -0.062, 0.455, 0.398, 0.339, 0.478, 0.408, 0.482, 0.490, -0.099, 0.321, 0.378, 0.412, 0.399, 0.332, 0.175, 0.359, -0.417, 0.119, -0.207, -1.029, -0.157, -0.831, 0.399, -0.399, 0.691, 0.408, 0.352, 0.435, -0.337, 0.523, 0.104, -0.323, 0.153, -0.348, 0.563, -0.433, -0.803, 0.347, -0.348, -0.317, 0.653, 0.466, -0.625, -0.551, -0.477, -0.616, -0.180, 0.321, 0.361, 0.348, 0.359, 0.326]}



These records have ΔE to the lowest compared entry with this formula, charge and spin values of 0.011; 2.554 eV, in the order they appear.